[1]
ORCA calculation (wB97M-V/def2-TZVPD) on C17H20MoN5O6S3Te as an isolated structure.

Geometry as XYZ:
```
53
Properties=species:S:1:pos:R:3:forces:R:3:lowdin_charge:R:1
Mo -0.3220 1.7079 -0.4584 0.5 0.1 -0.7 0.40
C -3.6512 1.2570 2.8732 0.1 0.0 -0.1 -0.13
C -2.9004 1.3994 1.5779 0.0 0.0 0.1 -0.76
S -1.1455 1.5496 1.6520 0.1 0.0 0.2 0.51
C -3.4915 1.4025 0.3823 0.0 0.0 -0.1 -0.74
C -4.9779 1.2858 0.1849 0.1 0.0 -0.1 -0.13
S -2.4840 1.5488 -1.0538 -0.3 0.0 -0.2 0.55
H -2.9589 1.1851 3.7118 0.0 0.0 0.0 0.05
H -4.2696 0.3556 2.8645 0.0 0.0 0.0 0.07
H -4.3100 2.1133 3.0454 0.0 0.0 0.0 0.07
H -5.5076 2.1498 0.5969 0.0 0.0 0.0 0.07
H -5.3724 0.3956 0.6804 0.0 -0.1 0.0 0.07
H -5.2150 1.2179 -0.8777 0.0 0.0 0.0 0.05
C 5.5607 1.8717 0.6670 0.0 0.0 0.0 -0.08
O 4.4373 1.6214 -0.1634 -0.1 0.0 0.0 -0.03
C 3.1752 1.7043 0.3332 0.2 -0.1 0.0 -0.57
O 2.2614 1.5224 -0.4309 -0.3 0.1 0.1 -0.07
N 3.0884 1.9818 1.6643 0.0 0.1 -0.2 0.01
N 1.8363 1.9703 2.2335 -0.2 0.0 0.0 -0.01
H 6.4243 1.8580 0.0076 0.0 0.0 0.0 0.09
H 5.6820 1.0876 1.4203 0.0 0.0 0.0 0.09
H 5.4904 2.8492 1.1476 0.0 0.0 0.0 0.10
H 3.8839 1.7823 2.2443 0.1 0.0 0.0 0.12
H 1.6221 2.8091 2.7399 0.0 0.1 0.1 0.08
H 1.6007 1.0995 2.6865 0.0 0.0 0.0 0.02
S 1.3186 -1.1787 1.3448 0.3 -0.2 0.3 0.66
C 2.7360 -1.4062 0.4908 -0.2 0.0 -0.1 -0.82
N 2.6916 -1.1731 -0.8696 -0.2 0.3 0.1 0.08
C 3.7097 -1.3885 -1.6956 0.0 0.0 0.0 -0.05
C 4.8840 -1.8753 -1.1913 0.1 0.0 -0.1 -0.06
C 4.9315 -2.0234 0.2026 0.0 0.0 0.0 -0.15
N 3.9330 -1.7957 1.0218 -0.1 0.0 0.0 0.07
H 1.8480 -0.6620 -1.1982 0.2 -0.2 -0.1 0.08
H 3.5268 -1.1531 -2.7351 0.0 0.0 0.0 0.14
H 5.7364 -2.0789 -1.8197 0.0 0.0 0.0 0.09
H 5.8569 -2.3391 0.6768 0.0 0.0 0.0 0.10
Te 0.1139 4.0669 -1.1092 0.0 0.0 0.2 0.01
O 0.5293 -1.4374 -3.2674 0.0 0.1 0.0 0.06
C -0.1191 -0.8586 -2.4106 -0.1 0.0 0.1 -0.58
O 0.3462 0.1397 -1.7169 -0.1 0.1 0.3 -0.27
C -1.5051 -1.3299 -2.0631 -0.1 -0.2 -0.2 -0.17
C -2.4269 -1.5433 -3.0769 0.0 0.0 0.1 -0.02
C -3.7276 -1.9282 -2.7708 0.1 0.0 0.0 -0.06
C -4.0954 -2.1428 -1.4561 -0.1 -0.1 0.2 -0.01
C -3.1440 -1.9735 -0.4609 0.0 0.0 -0.2 -0.14
C -1.8609 -1.5495 -0.7391 0.0 0.0 0.2 0.01
N -3.5315 -2.2158 0.9409 0.0 0.1 -0.1 -0.34
O -4.6906 -2.5364 1.1592 0.1 0.0 0.0 0.04
O -2.6845 -2.0844 1.7977 -0.1 -0.1 0.0 0.08
H -2.1262 -1.3770 -4.1029 0.0 0.0 0.0 0.12
H -4.4548 -2.0594 -3.5614 0.0 0.0 0.0 0.10
H -5.0958 -2.4456 -1.1846 0.0 0.0 0.0 0.11
H -1.1563 -1.3771 0.0656 0.0 0.0 0.0 0.06
```
Forces are in eV/Å.

The value obtained for the energy relative to the best compared isomer or geometry (same formula, charge and spin) is 22.1 kcal/mol. As for the lowest unoccupied orbital energy (alpha / beta): 2.24 / 2.24 eV. Its largest force on an atom is 0.9 eV/A. The calculation puts the HOMO energy (alpha / beta) at -3.605 / -3.605 eV. As for the net charge: -1. The spin multiplicity is 1.

---

[2]
ORCA calculation (wB97M-V/def2-TZVPD) on a 2-piece molecular cluster, C8H14N2 overall in a non-equilibrium geometry.

Geometry as XYZ:
```
24
Properties=species:S:1:pos:R:3:forces:R:3:lowdin_charge:R:1
C -1.7306 -2.0848 -2.1195 1.7 0.8 1.8 -0.07
C -0.4283 -2.6853 -2.0527 -2.3 2.5 3.3 -0.06
C -1.8038 -1.2754 -0.9935 -3.0 0.6 -0.7 -0.15
C 0.0935 -2.3089 -0.8395 2.1 0.9 0.0 -0.10
C -0.1413 1.7571 -0.3218 -2.7 0.7 1.4 -0.08
C 0.4437 1.8129 2.1845 -0.6 -3.0 -0.9 -0.08
C 2.1331 0.8264 0.5167 -1.4 2.9 0.2 -0.07
C 0.7261 1.2243 0.7511 -1.6 0.3 2.3 -0.35
N -0.7010 -1.3898 -0.2188 -1.3 -0.5 0.3 -0.26
N -0.5189 -0.9959 1.0744 0.8 1.2 -0.1 0.14
H -2.4821 -2.2144 -2.8405 -0.7 -0.1 -0.8 0.07
H -0.0430 -3.3359 -2.6916 1.8 -2.5 -2.7 0.04
H -2.6879 -0.7088 -0.6413 0.8 -0.4 -0.2 0.12
H 1.0899 -2.2128 -0.4393 0.4 -1.1 -0.2 0.11
H 0.4746 2.0873 -1.0997 0.8 0.8 -1.5 0.05
H -0.8782 1.0409 -0.7936 0.8 0.4 0.5 0.07
H -0.8128 2.6362 0.0997 1.4 -1.6 -1.0 0.12
H -0.6564 1.6864 2.4481 1.5 0.5 -0.1 0.09
H 0.8010 2.7896 2.2211 -0.1 2.3 -0.3 0.04
H 1.1125 1.3925 2.9560 -0.6 -0.7 -0.3 0.08
H 2.7439 1.7129 0.7652 0.2 -0.5 0.2 0.11
H 2.2513 0.0122 1.1165 1.3 -2.2 1.8 0.05
H 2.3058 0.6070 -0.4751 0.4 -0.7 -2.2 0.05
H -1.2911 -0.3737 1.3935 0.4 -0.6 -0.9 0.06
```
Forces are in eV/Å.

The value obtained for the energy relative to the best compared isomer or geometry (same formula, charge and spin) is 121.6 kcal/mol. As for the lowest unoccupied orbital energy (alpha / beta): -0.17 / 0.72 eV. Its largest force on an atom is 4.7 eV/A. The calculation puts the HOMO energy (alpha / beta) at -7.136 / -7.909 eV. As for the net charge: 0. The spin multiplicity is 1.

---

[3]
ORCA calculation (wB97M-V/def2-TZVPD) on C39H40AsN9OS2Sc as an isolated structure in a non-equilibrium geometry.

Geometry as XYZ:
```
93
Properties=species:S:1:pos:R:3:forces:R:3:lowdin_charge:R:1
Sc 0.3568 -0.7737 0.0505 -0.6 -1.0 0.0 1.05
C 1.7655 -2.4412 -2.4134 -0.3 -0.8 -1.2 -0.09
N 1.0781 -2.7720 -1.1543 -1.2 0.0 -0.2 -0.10
C 0.1565 -3.9579 -1.0840 0.5 -0.4 0.3 -0.09
C -1.2323 -3.5075 -0.8168 -2.1 2.4 1.0 -0.30
N -1.5978 -2.2028 -0.6316 0.7 -1.4 0.4 0.08
C -2.9778 -2.2357 -0.2239 1.5 -1.5 0.3 -0.21
C -3.8804 -1.2705 0.2106 0.3 2.0 -0.6 -0.04
C -5.2293 -1.5665 0.2396 0.2 -0.8 -0.1 -0.05
C -5.6402 -2.9135 0.0828 0.6 -0.9 0.4 -0.05
C -4.7260 -3.9862 0.0184 1.0 0.3 -0.6 0.03
C -3.3748 -3.5801 -0.1848 -1.2 -0.3 -0.5 -0.18
N -2.2774 -4.3444 -0.5939 0.7 2.1 0.1 0.19
C 2.1815 -1.0000 -2.4329 -0.4 0.5 0.6 -0.32
N 1.7601 -0.0346 -1.6115 0.2 -0.5 0.2 0.07
C 2.3262 1.1982 -2.0909 -0.6 -2.1 -0.4 -0.22
C 2.0859 2.5132 -1.7325 0.7 0.6 -0.7 -0.02
C 2.5963 3.4884 -2.6108 -1.0 0.5 1.1 -0.05
C 3.3577 3.1510 -3.7226 0.5 -0.3 0.2 -0.06
C 3.7105 1.8316 -3.9876 -0.4 -0.1 -0.9 0.02
C 3.0819 0.8454 -3.2086 0.8 1.1 -0.7 -0.17
N 2.9999 -0.5410 -3.3775 0.2 1.0 -0.1 0.19
H 2.6926 -3.0698 -2.4914 -0.8 0.4 -0.4 0.15
H 1.0937 -2.5925 -3.3716 1.2 -0.1 2.0 0.19
H 1.7539 -2.9553 -0.4442 0.8 0.0 0.3 0.07
H 0.1242 -4.5859 -2.0175 0.6 0.4 1.0 0.16
H 0.4891 -4.5309 -0.1422 -0.6 0.4 -1.7 0.15
H -3.5591 -0.2243 0.4102 -0.2 -0.8 -0.4 0.11
H -5.9659 -0.7644 0.3488 0.3 -0.5 0.2 0.12
H -6.6876 -3.1399 0.0668 -0.4 -0.1 0.1 0.11
H -4.9109 -5.1048 -0.0118 -0.4 1.7 0.1 0.14
H -2.1676 -5.3139 -0.5212 -0.2 -1.5 0.0 0.16
H 1.5934 2.7509 -0.8066 -0.4 0.2 0.0 0.11
H 2.3503 4.5635 -2.4574 0.3 -1.0 0.1 0.13
H 3.7151 3.9751 -4.3305 0.1 -0.3 -0.1 0.12
H 4.3171 1.6242 -4.8876 -0.4 -0.1 0.7 0.14
H 3.2990 -1.0235 -4.2096 0.1 -0.2 0.0 0.19
S 2.2288 1.6798 5.3357 0.9 -0.6 0.0 1.04
C 2.2674 2.2616 6.9317 -1.0 0.5 -0.1 -0.37
C 1.0898 2.9072 7.2502 0.7 -0.7 0.2 -0.14
C 0.1763 2.9321 6.1764 0.1 -0.8 -1.9 -0.08
C 0.6530 2.2135 5.0530 -1.4 1.0 0.6 -0.50
C -0.0641 1.9936 3.7568 1.1 0.6 0.4 -0.17
C 0.4830 1.1205 2.7972 0.1 -1.1 -0.5 -0.09
N -0.0358 0.9032 1.5324 0.3 1.9 1.6 0.01
C -1.0186 1.7662 1.1590 -1.3 1.5 2.0 -0.10
C -1.7084 2.7154 2.1485 2.1 -2.7 -1.7 -0.09
C -2.7801 3.4950 1.6717 -0.4 0.2 -0.6 0.00
C -3.0764 3.5012 0.3420 -1.4 0.8 0.7 0.01
C -2.6392 2.4968 -0.5457 0.8 -0.2 -1.8 -0.12
C -3.2159 2.3086 -1.8539 1.9 -0.9 1.0 0.10
C -2.5754 1.3895 -2.6971 -1.2 0.9 -0.7 -0.17
C -1.5622 0.5810 -2.1859 1.7 -0.4 1.0 -0.04
N -1.0466 0.6877 -0.9482 -0.9 0.7 -1.2 0.02
C -1.5312 1.6974 -0.1817 -0.8 -0.6 0.8 -0.18
C -2.9420 1.2692 -4.1246 -0.3 -1.0 -0.5 -0.48
C -2.7776 0.1275 -4.9013 -0.5 0.7 0.0 -0.11
C -3.2767 0.2430 -6.2501 1.0 0.0 1.2 -0.15
C -3.8000 1.4746 -6.4452 -0.8 1.8 -1.7 -0.39
S -3.7766 2.4905 -5.0504 0.5 -0.7 0.0 1.06
C -1.1923 2.7639 3.4393 -0.2 -0.6 -0.3 0.08
H 3.1134 2.1479 7.5800 0.2 -0.2 0.0 0.08
H 0.9455 3.1803 8.2884 -0.3 0.6 -0.3 0.12
H -0.7748 3.4550 6.0603 0.3 -0.2 0.8 0.11
H 1.3873 0.4945 3.0985 -1.5 0.8 -0.6 0.09
H -3.3867 4.0198 2.3994 0.3 0.6 -0.2 0.14
H -3.7532 4.2564 -0.0763 -0.1 -0.5 0.4 0.14
H -4.1002 2.8247 -2.1858 -0.1 0.3 0.0 0.13
H -1.0466 -0.1618 -2.8023 -0.5 0.2 0.0 0.12
H -2.3902 -0.7833 -4.4736 0.2 -0.2 -0.1 0.10
H -3.0777 -0.5069 -7.0051 -0.4 0.1 0.0 0.11
H -4.1454 1.9786 -7.4192 0.5 -1.1 1.7 0.12
H -1.6941 3.3788 4.1873 0.3 0.0 -0.2 0.14
C 4.9366 -1.6073 0.3409 0.3 0.1 -0.5 -0.17
As 3.6586 -0.8477 1.5240 -1.5 0.3 -0.2 1.11
C 4.3612 -1.2541 3.2524 0.0 -0.4 0.0 -0.17
C 3.7196 1.0319 1.2376 0.7 0.8 -1.2 -0.18
O 1.9771 -1.3372 1.2547 2.3 0.5 0.1 -0.60
H 5.6840 -2.1640 0.8933 0.1 0.0 0.2 0.05
H 5.4329 -0.8090 -0.2186 -0.1 -0.1 0.1 0.07
H 4.5016 -2.3012 -0.3476 -0.4 -0.3 -0.5 0.03
H 5.4056 -1.6029 3.0848 -0.8 0.3 0.3 0.07
H 3.7410 -2.0771 3.6488 0.4 0.5 0.3 0.06
H 4.3565 -0.3242 3.8375 -0.2 -0.6 0.1 0.04
H 4.7573 1.4363 1.4292 -1.2 -0.4 -0.1 0.10
H 2.9580 1.6033 1.7550 0.1 -0.1 0.6 0.03
H 3.4607 1.1905 0.1655 0.5 -0.2 0.6 0.03
N -0.3667 -3.3623 2.0618 2.0 0.3 0.2 0.00
N -0.4691 -1.8841 2.0097 -1.3 -0.3 1.4 -0.11
H -0.8411 -3.7760 2.8574 -0.6 0.5 0.2 0.09
H 0.6263 -3.5788 2.3126 -0.9 0.4 -0.6 0.09
H -0.0162 -1.4074 2.8356 -0.5 -0.9 -0.9 0.10
H -1.4980 -1.7404 2.1451 1.0 0.2 -0.3 0.12
```
Forces are in eV/Å.

The value obtained for the energy relative to the best compared isomer or geometry (same formula, charge and spin) is 19.1 kcal/mol. As for the lowest unoccupied orbital energy: -8.19 eV. Its largest force on an atom is 3.8 eV/A. The calculation puts the HOMO energy at -14.540 eV. As for the net charge: +3. The spin multiplicity is 1.